10
Properties=species:S:1:pos:R:3 method="wB97M-V/def2-TZVPD" de_lowest_ev=4.3267 largest_force_ha_per_bohr=0.0411 e_lumo_ev="-0.339 / -0.396" total_energy_ha=-226.3085 total_charge=0
C -0.1906 -1.0173 -0.5654
N -0.0624 1.4222 1.0256
N 0.4033 0.2235 -0.8451
O 0.2224 -1.5292 0.6608
H -1.2953 -1.0396 -0.6421
H 0.2119 -1.7057 -1.3359
H 0.8966 1.3608 1.3626
H -0.1434 2.3038 0.5227
H -0.1554 0.7871 -1.4818
H 0.1130 -0.8056 1.2986